No. 1
Entry from the Open Molecules 2025 dataset: a structure of composition C24H17AsF3NReS6Sb (ωB97M-V/def2-TZVPD).

Calculated values
- Total charge: +2
- 2S+1: 1
- Frontier orbital gap (spin up / spin down): 5.9 / 5.9 eV

Cartesian coordinates (Å):
Re  -0.960016  0.838881  -1.312175
F  1.033349  1.634663  -6.174641
C  1.824906  2.399259  -5.391351
F  1.244540  3.596749  -5.285382
F  2.991055  2.543098  -6.005470
C  1.985742  1.746982  -4.042066
C  3.176681  1.204028  -3.622358
C  3.246057  0.541818  -2.387829
C  2.124916  0.435140  -1.611116
N  0.951077  0.981663  -2.013833
C  0.877631  1.637315  -3.195233
S  -0.701656  2.282126  -3.412332
H  4.055275  1.282155  -4.248549
H  4.170916  0.099155  -2.050891
H  2.117767  -0.087869  -0.666687
S  -1.481574  2.643138  -0.181628
C  -1.700986  2.314926  1.554648
C  -2.218482  3.350782  2.326357
C  -2.479893  3.118301  3.669741
C  -2.230630  1.872747  4.228170
C  -1.704173  0.842405  3.454208
C  -1.428444  1.068858  2.114978
As  -0.663327  -0.251352  0.944169
C  1.166120  -0.360443  1.517003
C  1.832547  0.808959  1.861919
C  3.176069  0.758379  2.194321
C  3.855424  -0.453193  2.177269
C  3.193251  -1.620256  1.822728
C  1.844703  -1.578651  1.488583
C  -1.582104  -1.897684  1.304602
C  -1.196371  -2.743010  2.344364
C  -1.975941  -3.850773  2.650146
C  -3.135132  -4.107902  1.935065
C  -3.526807  -3.259643  0.909541
C  -2.752180  -2.153660  0.592490
H  -2.426286  4.315733  1.884223
H  -2.888390  3.911634  4.278867
H  -2.447162  1.698472  5.272715
H  -1.513477  -0.122986  3.908590
H  1.317449  1.764158  1.889481
H  3.691983  1.664637  2.477076
H  4.901252  -0.487573  2.447413
H  3.719660  -2.564344  1.808943
H  1.342703  -2.491386  1.189009
H  -0.306803  -2.543940  2.930816
H  -1.676114  -4.507646  3.454035
H  -3.739232  -4.969699  2.181344
H  -4.437055  -3.453688  0.359435
H  -3.077164  -1.497455  -0.208507
S  0.244520  -1.513716  -4.122768
Sb  -1.181835  -1.909887  -6.177684
S  -1.161747  -1.383697  -2.645008
S  -2.304709  0.286692  -3.022694
S  -3.187893  -1.832411  -5.394023

Forces on the atoms, in the same order (eV/Å):
Re -0.308 -0.090 -1.554
F 0.030 0.022 0.050
C -0.068 -0.005 -0.137
F 0.001 0.019 0.012
F 0.068 -0.010 -0.007
C 0.041 -0.139 0.104
C -0.093 0.039 -0.008
C -0.054 -0.035 0.070
C 0.186 0.006 -0.037
N 0.266 -0.274 0.151
C -0.133 0.215 0.135
S 0.335 0.726 0.136
H 0.006 0.015 -0.020
H 0.024 -0.012 0.010
H 0.018 0.003 0.001
S -0.268 -0.060 0.061
C 0.108 0.032 0.015
C 0.027 -0.085 0.024
C 0.008 -0.013 -0.033
C 0.005 -0.017 -0.031
C 0.034 0.059 -0.012
C -0.054 0.085 0.021
As -0.018 0.109 0.038
C -0.020 -0.420 0.064
C -0.063 0.155 0.106
C 0.081 -0.014 0.004
C -0.009 -0.008 -0.003
C -0.080 0.035 -0.031
C 0.064 0.056 -0.135
C -0.032 0.009 0.072
C 0.020 0.067 0.036
C 0.091 0.084 -0.019
C -0.039 -0.018 -0.023
C 0.036 0.053 -0.029
C 0.017 -0.077 -0.065
H 0.001 0.025 -0.025
H -0.013 0.024 0.018
H 0.000 -0.003 0.023
H 0.009 0.001 -0.057
H -0.046 -0.056 0.006
H 0.027 0.039 0.008
H 0.037 0.000 0.007
H 0.018 -0.020 0.009
H -0.029 0.028 0.050
H -0.016 0.018 -0.057
H 0.007 -0.019 0.028
H -0.017 -0.020 0.005
H -0.010 -0.010 -0.009
H 0.017 0.048 0.035
S 0.033 0.176 0.112
Sb 0.552 -0.149 -0.458
S -0.252 -0.098 0.217
S 0.059 -0.527 0.913
S -0.606 0.032 0.207

=====

No. 2
Entry from the Open Molecules 2025 dataset: a structure of composition C27H35N3O4PdSSi (ωB97M-V/def2-TZVPD).

Calculated values
- Total charge: 0
- 2S+1: 1
- Frontier orbital gap: 6.7 eV

Cartesian coordinates (Å):
Pd  0.153995  -0.240758  -0.356740
C  4.191663  -2.461578  -1.002391
Si  2.872836  -1.129513  -1.133207
C  3.151048  -0.048031  0.385541
C  3.261206  -0.120101  -2.663729
N  1.220134  -1.665374  -1.174659
C  0.589906  -2.869651  -1.407239
C  1.284135  -4.090695  -1.375701
C  0.664075  -5.305784  -1.613524
C  -0.692243  -5.364360  -1.888542
C  -1.404365  -4.175914  -1.939278
C  -0.779641  -2.962287  -1.710023
O  -1.483368  -1.770174  -1.867059
C  -2.782218  -1.707046  -1.418554
C  -3.720570  -1.124783  -2.255869
C  -5.027011  -0.971136  -1.812238
C  -5.391728  -1.401295  -0.545697
C  -4.438627  -1.979233  0.284094
C  -3.129173  -2.132876  -0.141184
H  5.141601  -1.948940  -0.830021
H  4.290400  -3.048466  -1.917195
H  4.028488  -3.147517  -0.170589
H  4.216624  0.184046  0.477734
H  2.841910  -0.568993  1.295513
H  2.611096  0.901927  0.346070
H  4.265695  0.309143  -2.614584
H  2.544821  0.690322  -2.792838
H  3.210132  -0.752832  -3.553055
H  2.335761  -4.081078  -1.143926
H  1.253765  -6.213411  -1.572023
H  -1.188405  -6.307787  -2.070488
H  -2.460634  -4.178240  -2.173812
H  -3.411293  -0.797350  -3.239560
H  -5.762256  -0.517082  -2.464349
H  -6.411929  -1.285420  -0.204263
H  -4.714549  -2.306295  1.278654
H  -2.371279  -2.560000  0.502302
O  0.510712  -2.692757  3.527517
C  0.085864  -1.632674  4.254579
C  0.040559  -1.693092  5.646774
C  -0.377901  -0.604516  6.387014
C  -0.754242  0.574060  5.753411
C  -0.700307  0.636117  4.374807
C  -0.291176  -0.452243  3.604503
C  -0.263168  -0.291072  2.126525
O  -0.240887  0.882200  1.634331
O  -0.271984  -1.303890  1.365478
H  0.766816  -3.400907  4.127497
H  0.339552  -2.609461  6.144132
H  -0.408336  -0.677352  7.466559
H  -1.083854  1.427756  6.328901
H  -0.981760  1.539265  3.850649
C  -0.637985  5.551870  -3.419398
C  0.279811  5.133977  -2.283225
N  0.611769  3.713783  -2.394096
C  0.344372  2.747352  -1.489255
S  -0.086630  1.214165  -2.142981
N  0.421943  2.966686  -0.187688
C  1.114452  4.045203  0.514258
C  0.170125  4.916112  1.328400
H  -0.896821  6.606480  -3.328014
H  -1.558007  4.967366  -3.409661
H  -0.152363  5.412645  -4.386874
H  -0.209979  5.300827  -1.328964
H  1.195188  5.731327  -2.294198
H  0.638233  3.356649  -3.337494
H  0.110934  2.207442  0.418606
H  1.708766  4.615390  -0.196794
H  1.820090  3.561999  1.194369
H  -0.614741  5.359437  0.716492
H  0.725090  5.718720  1.814523
H  -0.314121  4.319671  2.101758

Forces on the atoms, in the same order (eV/Å):
Pd -0.541 0.696 0.670
C -0.094 -0.082 -0.101
Si -0.052 0.076 0.050
C -0.013 0.053 0.004
C 0.089 -0.061 -0.015
N 0.068 -0.136 -0.520
C 0.250 0.008 -0.036
C -0.073 -0.102 0.025
C 0.072 0.026 0.011
C -0.036 0.067 0.002
C 0.002 0.011 -0.019
C -0.170 0.085 -0.061
O -0.044 -0.237 -0.146
C 0.044 0.017 0.082
C 0.018 -0.001 0.026
C 0.014 0.006 -0.017
C -0.019 -0.001 0.009
C -0.003 -0.008 0.023
C 0.013 0.019 -0.060
H 0.023 -0.008 -0.026
H -0.002 -0.022 0.000
H 0.006 0.028 0.051
H 0.008 -0.018 -0.013
H -0.002 -0.008 -0.002
H -0.010 -0.022 -0.020
H 0.018 -0.018 0.018
H -0.002 0.014 0.004
H -0.009 0.003 -0.017
H 0.062 0.017 0.024
H -0.005 0.001 0.001
H -0.004 0.001 0.000
H -0.039 0.008 -0.001
H 0.000 0.001 -0.007
H -0.002 -0.001 -0.002
H -0.001 0.001 0.003
H -0.001 -0.001 0.003
H 0.006 -0.018 0.001
O 0.008 0.025 0.014
C 0.001 -0.023 -0.027
C 0.001 -0.020 -0.011
C -0.014 0.040 0.008
C 0.011 -0.038 0.021
C 0.005 0.004 -0.034
C -0.051 0.054 0.011
C -0.142 -0.065 -0.191
O -0.219 -0.190 -0.181
O 0.514 0.010 0.466
H -0.002 -0.022 0.009
H 0.000 0.000 0.000
H -0.002 0.001 0.003
H -0.001 0.001 0.005
H 0.000 0.000 -0.004
C -0.007 0.022 -0.022
C 0.078 0.007 0.024
N -0.037 0.014 0.072
C 0.103 -0.144 -0.287
S 0.295 -0.132 0.110
N -0.098 0.140 0.142
C 0.069 -0.094 0.000
C 0.007 -0.008 0.020
H 0.008 0.003 -0.001
H -0.002 -0.001 0.012
H 0.005 -0.011 0.000
H -0.038 -0.008 0.032
H -0.022 0.005 0.015
H -0.013 -0.022 0.001
H 0.006 -0.009 -0.072
H -0.071 0.039 -0.030
H 0.032 0.021 -0.036
H 0.011 0.021 -0.031
H 0.000 -0.006 0.017
H -0.006 -0.007 0.000

=====

no.,F_max (eV/Å),energy (Eh)
1,1.59,-6222.0635
2,1.11,-2330.7224